Molecular formula: C31H25ClN4O5PRuS
Method: DFT, the ωB97M-V functional and the def2-TZVPD basis

Atoms and positions in Å:
Ru1 -0.076 -0.482 -1.159
O1 1.887 0.375 -2.969
C1 1.103 0.806 -2.158
C2 0.958 2.284 -1.907
C3 1.946 3.188 -2.283
C4 1.776 4.531 -1.995
C5 0.621 4.970 -1.348
C6 -0.379 4.074 -1.005
C7 -0.208 2.725 -1.287
P1 -1.378 1.363 -1.022
C8 -2.400 1.653 0.440
C9 -3.282 2.731 0.505
C10 -4.055 2.930 1.637
C11 -3.964 2.042 2.702
C12 -3.107 0.954 2.632
C13 -2.325 0.759 1.503
C14 -2.566 1.514 -2.392
C15 -2.187 2.052 -3.618
C16 -3.071 2.042 -4.688
C17 -4.336 1.493 -4.543
C18 -4.718 0.952 -3.323
C19 -3.838 0.960 -2.253
H1 2.835 2.820 -2.780
H2 2.544 5.245 -2.265
H3 0.503 6.020 -1.113
H4 -1.272 4.424 -0.505
H5 -3.382 3.404 -0.339
H6 -4.734 3.771 1.686
H7 -4.568 2.198 3.586
H8 -3.037 0.259 3.457
H9 -1.656 -0.090 1.451
H10 -1.200 2.479 -3.747
H11 -2.767 2.465 -5.637
H12 -5.024 1.488 -5.378
H13 -5.705 0.523 -3.203
H14 -4.143 0.537 -1.302
N1 6.982 2.337 1.525
C20 5.662 1.918 1.559
C21 5.281 0.845 2.371
C22 3.959 0.452 2.438
C23 3.002 1.131 1.697
C24 3.362 2.211 0.900
C25 4.684 2.600 0.828
S1 1.319 0.647 1.757
O2 1.093 -0.083 2.969
O3 0.517 1.798 1.448
N2 1.100 -0.361 0.469
C26 1.764 -1.553 0.312
N3 1.370 -2.088 -0.870
C27 1.853 -3.266 -1.220
C28 2.772 -3.912 -0.409
C29 3.136 -3.266 0.761
N4 2.640 -2.090 1.145
H15 7.671 1.660 1.804
H16 7.256 2.877 0.722
H17 6.031 0.325 2.955
H18 3.655 -0.379 3.059
H19 2.601 2.750 0.353
H20 4.967 3.447 0.214
H21 1.502 -3.682 -2.157
H22 3.187 -4.871 -0.680
H23 3.860 -3.713 1.434
Cl1 -1.866 -4.569 -3.017
C30 -2.825 -3.161 -2.470
C31 -1.888 -2.160 -1.843
O4 -1.377 -1.266 -2.591
O5 -1.604 -2.210 -0.631
H24 -3.545 -3.516 -1.740
H25 -3.311 -2.737 -3.343

As for the total charge: 0. The expectation value of S² is 0.756. The calculation puts the HOMO energy (spin up / spin down) at -8.2 / -8.3 eV. As for the spin multiplicity: 2. The molecular weight is 733.13 g mol⁻¹. As for the total energy: -83981.403 eV.

Löwdin charges, unit e, in atom order: 1.17 0.03 -0.42 -0.24 -0.03 -0.07 -0.06 -0.05 -0.31 1.02 -0.35 -0.09 -0.08 -0.08 -0.06 -0.09 -0.33 -0.07 -0.07 -0.08 -0.08 -0.09 0.12 0.11 0.11 0.10 0.11 0.10 0.10 0.11 0.09 0.11 0.11 0.10 0.10 0.11 0.10 -0.32 -0.02 -0.06 -0.29 -0.05 -0.02 0.62 -0.28 -0.30 -0.21 -0.44 0.03 -0.08 -0.04 -0.10 0.16 0.09 0.09 0.11 0.11 0.10 0.11 0.12 0.10 0.11 0.57 -0.47 -0.76 -0.15 -0.05 0.08 0.08


Molecular formula: C7H9N2O2
Method: DFT, the ωB97M-V functional and the def2-TZVPD basis

Atoms and positions in Å:
C1 1.553 -1.955 -1.140
C2 0.177 -1.955 -1.140
C3 2.261 -1.251 -0.165
C4 -0.510 -1.122 -0.270
C5 1.559 -0.541 0.790
C6 0.119 -0.386 0.710
C7 -0.532 0.546 1.531
N1 -1.740 3.402 -0.012
N2 -1.739 2.163 -0.069
O1 -1.548 4.109 -1.005
O2 -1.245 1.588 -1.165
H1 2.140 -2.556 -1.710
H2 -0.391 -2.428 -1.920
H3 3.327 -1.380 -0.091
H4 -1.572 -1.062 -0.356
H5 2.042 -0.202 1.680
H6 -1.513 0.773 1.422
H7 0.092 1.100 2.185
H8 -2.205 3.738 0.841
H9 -0.908 2.290 -1.626

As for the total charge: +1. The calculation puts the HOMO energy (spin up / spin down) at -13.5 / -13.5 eV. The molecular weight is 153.16 g mol⁻¹. As for the total energy: -14467.014 eV.

Löwdin charges, unit e, in atom order: 0.02 0.00 -0.01 0.00 0.04 -0.24 0.28 -0.15 -0.04 0.01 0.08 0.10 0.13 0.12 0.13 0.12 0.04 0.10 0.20 0.05


Molecular formula: C37H53DyNO5P2S7
Method: DFT, the ωB97M-V functional and the def2-TZVPD basis

Atoms and positions in Å:
Dy1 0.353 -0.215 1.038
C1 -0.151 -3.878 2.843
C2 -1.005 -3.916 1.499
S1 -1.666 -2.412 0.769
C3 -3.088 -1.947 1.984
C4 -2.668 -1.327 3.299
S2 -1.913 0.240 2.993
C5 -1.424 0.651 4.703
C6 -0.091 1.443 4.725
S3 1.343 0.702 3.827
C7 1.817 -0.688 4.843
C8 1.026 -1.949 4.560
S4 1.084 -2.499 2.795
H1 0.302 -4.848 2.872
H2 -0.717 -3.693 3.753
H3 -1.778 -4.665 1.744
H4 -0.394 -4.352 0.765
H5 -3.725 -2.834 2.079
H6 -3.572 -1.226 1.293
H7 -2.110 -2.037 3.945
H8 -3.595 -1.101 3.810
H9 -1.417 -0.297 5.238
H10 -2.261 1.270 5.067
H11 0.280 1.841 5.647
H12 -0.275 2.308 4.053
H13 1.812 -0.367 5.902
H14 2.853 -0.760 4.639
H15 -0.036 -1.851 4.777
H16 1.369 -2.843 5.026
O1 1.855 0.620 -0.671
S5 3.125 0.355 0.010
O2 4.027 1.432 0.142
O3 2.709 -0.230 1.270
C9 3.950 -0.958 -0.916
C10 5.341 -0.854 -1.021
C11 6.033 -1.931 -1.574
C12 5.371 -3.080 -2.031
C13 3.990 -3.163 -1.940
C14 3.224 -2.088 -1.379
P1 1.417 -2.215 -1.211
C15 1.367 -4.104 -1.280
C16 1.075 -4.826 -2.410
C17 1.108 -6.207 -2.404
C18 1.555 -6.871 -1.247
C19 1.832 -6.094 -0.095
C20 1.833 -4.693 -0.109
C21 0.742 -1.658 -2.839
C22 -0.387 -2.222 -3.408
C23 -0.866 -1.813 -4.625
C24 -0.243 -0.739 -5.315
C25 0.900 -0.172 -4.756
C26 1.396 -0.690 -3.534
H17 5.915 0.043 -0.689
H18 7.077 -1.833 -1.872
H19 5.856 -3.917 -2.505
H20 3.475 -4.048 -2.247
H21 0.837 -4.318 -3.316
H22 0.878 -6.782 -3.277
H23 1.665 -7.960 -1.223
H24 2.101 -6.687 0.761
H25 2.176 -4.140 0.885
H26 -0.877 -3.047 -2.954
H27 -1.760 -2.162 -5.027
H28 -0.617 -0.420 -6.252
H29 1.471 0.699 -5.194
H30 2.306 -0.254 -3.160
C27 -3.124 2.050 -2.646
C28 -3.401 0.545 -2.267
C29 -3.489 -0.300 -3.502
C30 -4.687 0.440 -1.451
C31 -2.302 0.215 -1.387
N1 -1.395 0.116 -0.704
H31 -3.659 2.509 -3.456
H32 -2.099 2.268 -2.914
H33 -3.376 2.680 -1.815
H34 -4.336 0.019 -4.141
H35 -3.591 -1.337 -3.199
H36 -2.600 -0.159 -4.091
H37 -5.577 0.679 -2.089
H38 -4.633 1.085 -0.583
H39 -4.848 -0.627 -1.248
C32 -0.704 5.190 -2.612
C33 -0.070 4.202 -1.682
C34 1.089 4.823 -0.941
O4 -1.172 3.750 -0.890
P2 -1.270 3.580 0.713
S6 -3.041 2.976 1.230
S7 0.355 2.590 1.499
O5 -0.909 5.071 1.121
C35 -0.643 5.469 2.458
C36 -1.771 6.461 2.755
C37 0.706 6.125 2.573
H40 0.089 5.608 -3.324
H41 -1.167 5.963 -2.030
H42 -1.466 4.634 -3.126
H43 0.247 3.283 -2.244
H44 0.696 5.578 -0.348
H45 1.661 5.332 -1.734
H46 1.705 4.116 -0.381
H47 -0.629 4.547 3.096
H48 -1.683 7.224 1.989
H49 -1.592 6.916 3.717
H50 -2.716 5.888 2.708
H51 0.861 7.025 2.020
H52 1.452 5.407 2.197
H53 0.884 6.338 3.654

As for the total charge: +1. The expectation value of S² is 9.110. The calculation puts the HOMO energy (spin up / spin down) at -9.9 / -9.9 eV. As for the spin multiplicity: 6. The molecular weight is 1040.75 g mol⁻¹. As for the total energy: -169463.533 eV.

Löwdin population analysis, charges in e, atoms 1 to 99: 0.95 -0.42 -0.51 0.79 -0.41 -0.54 0.79 -0.43 -0.46 0.81 -0.50 -0.46 0.82 0.07 0.06 0.10 0.01 0.09 0.06 0.08 0.09 0.06 0.10 0.08 0.01 0.11 0.07 0.05 0.07 -0.49 0.40 -0.24 -0.50 -0.24 -0.04 -0.05 -0.05 -0.05 -0.31 1.09 -0.39 -0.10 -0.05 -0.05 -0.08 -0.14 -0.36 -0.13 -0.09 -0.06 -0.04 -0.09 0.13 0.11 0.11 0.09 0.09 0.10 0.11 0.10 0.13 0.10 0.09 0.10 0.13 0.10 -0.01 -0.55 -0.04 -0.03 -0.12 0.12 0.09 0.08 0.05 0.12 0.09 0.06 0.12 0.06 0.09 -0.04 -0.47 -0.06 -0.33 -0.08 0.27 0.32 -0.35 -0.52 -0.03 -0.05 0.12 0.09 0.06 0.15 0.04 0.10 0.06


Computed energy relative to the best compared isomer or geometry (same formula, charge and spin) (kJ/mol) in order:
0.0 676.4 124.0